117
Properties=species:S:1:pos:R:3 method="wB97M-V/def2-TZVPD" lumo_energy_ev=1.33 charge=-1 relative_energy_kcal_mol=143.14 orbital_gap_ha=0.1320
C -3.276 4.308 5.298
C -3.537 3.202 4.071
C -3.547 4.063 2.670
C -1.995 3.993 2.078
C -1.675 5.513 1.489
C -0.514 5.419 0.335
C 0.925 6.079 0.764
C 2.078 5.000 1.209
C 3.029 4.482 -0.062
N 2.073 4.186 -1.196
C 1.970 2.708 -1.497
C 1.473 1.771 -0.249
C -0.125 1.407 -0.240
O -0.459 0.986 1.158
H -4.134 5.119 5.158
H -3.360 3.747 6.329
H -2.218 4.766 5.093
H -4.581 2.688 4.253
H -2.637 2.446 4.101
H -3.739 5.217 2.902
H -4.352 3.714 1.887
H -1.201 3.695 2.905
H -1.979 3.158 1.257
H -2.665 5.890 0.942
H -1.364 6.240 2.353
H -0.909 6.060 -0.591
H -0.363 4.321 -0.087
H 1.336 6.762 -0.099
H 0.711 6.770 1.708
H 1.689 4.093 1.837
H 2.829 5.593 1.921
H 3.642 3.507 0.200
H 3.811 5.326 -0.275
H 2.985 2.341 -2.006
H 1.147 2.594 -2.355
H 1.746 2.167 0.817
H 2.049 0.731 -0.365
H -0.252 0.421 -0.892
H -0.833 2.256 -0.624
H -0.156 1.696 1.814
C 0.627 4.550 -4.557
C 1.954 5.212 -4.197
O 2.748 5.122 -5.378
S 1.771 5.200 -6.681
O 1.770 6.563 -7.164
O 2.049 4.065 -7.530
O 0.362 4.935 -5.905
H 0.709 3.459 -4.524
H -0.186 4.873 -3.901
H 2.452 4.719 -3.359
H 1.815 6.273 -3.964
C -8.602 4.411 7.888
C -7.364 5.054 8.506
O -6.273 4.616 7.698
S -6.794 4.427 6.163
O -6.456 5.621 5.422
O -6.438 3.099 5.721
O -8.393 4.459 6.477
H -8.690 3.360 8.183
H -9.520 4.941 8.156
H -7.215 4.756 9.547
H -7.414 6.146 8.443
C 2.622 -2.915 -0.406
C 3.160 -3.895 -1.445
O 3.591 -3.084 -2.535
S 4.126 -1.657 -1.954
O 5.566 -1.725 -1.845
O 3.439 -0.594 -2.651
O 3.495 -1.788 -0.457
H 1.614 -2.577 -0.667
H 2.611 -3.344 0.600
H 2.403 -4.612 -1.773
H 4.031 -4.437 -1.062
C -3.079 -2.574 -3.351
C -2.711 -1.093 -3.408
O -2.401 -0.733 -2.064
S -1.752 -2.023 -1.306
O -0.312 -1.890 -1.343
O -2.490 -2.257 -0.087
O -2.186 -3.151 -2.400
H -4.102 -2.712 -2.985
H -2.972 -3.064 -4.322
H -3.526 -0.477 -3.795
H -1.815 -0.933 -4.016
C -1.278 -5.878 0.232
C -0.865 -6.593 -1.051
O 0.561 -6.588 -1.040
S 1.078 -6.664 0.505
O 1.394 -8.043 0.808
O 2.002 -5.577 0.732
O -0.340 -6.298 1.222
H -1.193 -4.792 0.123
H -2.295 -6.134 0.539
H -1.246 -6.096 -1.946
H -1.199 -7.636 -1.045
C 4.131 -9.661 3.378
C 3.505 -10.372 2.181
O 3.669 -11.763 2.445
S 3.604 -12.008 4.057
O 2.261 -12.422 4.396
O 4.780 -12.746 4.454
O 3.788 -10.453 4.514
H 5.223 -9.638 3.296
H 3.754 -8.642 3.497
H 3.985 -10.099 1.238
H 2.432 -10.164 2.117
C 4.214 -2.557 -6.327
C 3.784 -1.338 -5.515
O 2.872 -0.634 -6.355
S 2.066 -1.708 -7.281
O 0.792 -1.978 -6.654
O 2.194 -1.307 -8.663
O 3.043 -2.987 -7.019
H 4.970 -2.288 -7.071
H 4.599 -3.360 -5.692
H 4.628 -0.700 -5.242
H 3.246 -1.637 -4.609